1.
Entry from OMol25: C26H72AsF6N2O20S6 as an isolated structure at a distorted geometry (ωB97M-V with the def2-TZVPD basis set).

Calculated values
- E_tot (eV) = -214201.764
- HOMO energy (eV) = -11.71
- largest force on an atom (hartree/bohr) = 0.1051
- charge = +1

CARTESIAN COORDINATES (ANGSTROEM)
C (-2.430, 3.596, -5.686)
C (-2.057, 2.619, -6.828)
C (-0.819, 3.041, -7.584)
O (-0.653, 2.164, -8.703)
C (0.418, 2.486, -9.636)
N (-1.868, 1.198, -6.349)
H (-1.559, 0.487, -6.997)
H (-1.202, 1.086, -5.598)
H (-2.779, 0.934, -6.002)
H (-1.603, 3.621, -4.976)
H (-3.343, 3.406, -5.122)
H (-2.646, 4.602, -6.046)
H (-2.821, 2.426, -7.582)
H (0.049, 3.079, -6.925)
H (-1.061, 4.044, -7.935)
H (0.243, 1.834, -10.492)
H (1.398, 2.473, -9.158)
H (0.301, 3.520, -9.960)
C (-8.968, 1.122, 2.236)
C (-7.511, 1.706, 2.441)
C (-6.923, 1.599, 3.862)
O (-5.557, 2.081, 3.843)
C (-4.815, 1.918, 5.013)
N (-6.591, 1.028, 1.429)
H (-6.228, 0.141, 1.750)
H (-7.062, 0.828, 0.558)
H (-5.875, 1.695, 1.180)
H (-9.301, 1.341, 1.221)
H (-9.656, 1.653, 2.893)
H (-8.994, 0.064, 2.495)
H (-7.642, 2.753, 2.168)
H (-6.994, 0.562, 4.187)
H (-7.494, 2.160, 4.602)
H (-3.815, 1.515, 4.853)
H (-5.273, 1.298, 5.784)
H (-4.693, 2.923, 5.417)
As (1.029, 0.305, 0.126)
F (2.578, -0.514, 0.008)
F (0.564, -0.645, -1.332)
F (-0.632, 1.016, 0.173)
F (1.524, 1.208, 1.557)
F (1.583, 1.568, -0.938)
F (0.391, -1.012, 1.215)
O (-2.152, 7.122, 1.639)
S (-1.230, 8.282, 1.594)
O (-1.569, 9.484, 0.841)
O (-1.016, 8.810, 3.135)
C (-0.701, 7.888, 4.106)
C (0.262, 8.478, 5.164)
C (0.480, 7.673, 1.220)
H (-0.252, 6.997, 3.667)
H (-1.596, 7.517, 4.607)
H (0.203, 7.720, 5.944)
H (-0.006, 9.498, 5.439)
H (1.266, 8.722, 4.816)
H (0.814, 6.735, 1.663)
H (1.145, 8.505, 1.452)
H (0.591, 7.627, 0.136)
O (-5.977, -6.887, 5.203)
S (-6.209, -5.902, 6.252)
O (-7.009, -4.693, 6.078)
O (-6.877, -6.773, 7.491)
C (-7.616, -6.124, 8.555)
C (-7.241, -6.683, 9.857)
C (-4.618, -5.417, 7.034)
H (-8.681, -6.256, 8.364)
H (-7.518, -5.038, 8.559)
H (-7.671, -6.076, 10.653)
H (-6.168, -6.544, 9.987)
H (-7.577, -7.719, 9.812)
H (-4.857, -4.662, 7.783)
H (-3.990, -5.109, 6.198)
H (-4.238, -6.333, 7.485)
O (8.261, -3.063, 5.782)
S (7.318, -2.872, 6.890)
O (6.637, -4.001, 7.480)
O (7.885, -1.870, 8.135)
C (8.787, -0.926, 7.794)
C (9.585, -0.563, 8.954)
C (6.106, -1.611, 6.257)
H (8.204, -0.050, 7.510)
H (9.417, -1.281, 6.979)
H (10.043, -1.308, 9.605)
H (8.898, 0.003, 9.583)
H (10.349, 0.092, 8.535)
H (5.397, -1.949, 5.502)
H (6.724, -0.822, 5.828)
H (5.569, -1.186, 7.105)
O (9.463, 3.552, -3.877)
S (8.973, 4.457, -2.814)
O (9.906, 5.440, -2.228)
O (7.657, 5.238, -3.516)
C (7.989, 5.951, -4.708)
C (6.701, 6.326, -5.426)
C (8.138, 3.738, -1.442)
H (8.561, 5.407, -5.460)
H (8.489, 6.897, -4.498)
H (6.088, 5.425, -5.452)
H (6.928, 6.580, -6.462)
H (6.040, 7.081, -5.001)
H (8.630, 2.856, -1.033)
H (7.121, 3.513, -1.761)
H (7.978, 4.550, -0.732)
O (1.008, -3.525, -7.654)
S (2.231, -4.193, -8.105)
O (2.905, -3.925, -9.432)
O (3.365, -3.981, -6.912)
C (3.699, -2.681, -6.586)
C (4.681, -2.929, -5.378)
C (2.044, -5.952, -7.890)
H (2.769, -2.195, -6.291)
H (4.116, -2.227, -7.484)
H (4.240, -3.572, -4.617)
H (5.006, -1.978, -4.956)
H (5.575, -3.415, -5.771)
H (1.574, -6.410, -8.760)
H (1.633, -6.224, -6.918)
H (3.021, -6.437, -7.884)
O (-4.147, -8.651, -4.789)
S (-4.188, -7.590, -3.740)
O (-5.299, -7.594, -2.756)
O (-2.659, -7.483, -3.030)
C (-2.508, -6.599, -1.947)
C (-1.377, -7.048, -1.033)
C (-4.232, -5.999, -4.691)
H (-3.415, -6.772, -1.367)
H (-2.489, -5.537, -2.192)
H (-1.672, -8.055, -0.735)
H (-1.483, -6.288, -0.259)
H (-0.449, -7.008, -1.603)
H (-3.562, -5.236, -4.294)
H (-5.236, -5.581, -4.608)
H (-4.196, -6.286, -5.742)

Atomic forces in eV per Å
0.1 -0.5 -0.1
0.0 -0.1 -0.7
-0.2 0.0 -1.1
0.2 0.1 0.7
-1.0 0.8 0.6
-0.2 0.0 1.3
0.0 0.2 -1.2
0.3 0.4 0.8
-0.2 -0.6 0.4
0.0 0.2 0.0
0.0 -0.8 -0.1
0.6 -0.1 -0.4
-0.3 0.7 0.0
0.3 0.0 0.0
0.3 0.3 -0.1
0.5 -0.1 0.3
0.0 -0.7 -0.1
-0.2 0.1 -0.2
1.4 0.4 0.8
-1.9 -0.1 0.4
1.1 0.1 -0.2
-1.8 -1.1 -1.8
0.6 0.7 1.4
-0.6 1.0 0.2
0.6 -0.2 0.4
-0.6 0.0 -0.3
1.0 -0.1 0.3
0.1 -0.3 -0.1
0.1 0.0 0.1
-0.2 0.0 -0.3
0.8 0.0 -0.3
0.3 -0.4 0.0
-0.3 0.3 -0.3
-0.1 -0.1 -0.5
-0.4 -0.1 -0.2
0.1 0.0 0.4
-0.9 -1.8 0.4
-0.6 0.6 0.4
-0.1 0.7 1.0
1.3 -0.3 -0.1
-0.3 -0.4 -1.0
-0.2 0.0 0.4
0.7 1.3 -1.2
1.9 2.3 -0.3
-1.1 -1.0 0.8
0.8 -2.0 1.0
-0.6 1.2 -2.7
1.1 -1.1 1.6
-0.6 0.2 -1.0
-0.3 1.2 -0.7
0.2 -0.1 0.0
-0.2 0.3 0.0
0.6 0.6 0.5
-0.9 -0.3 0.6
0.2 -1.0 -0.3
-0.6 0.2 0.2
-0.1 0.0 0.5
-0.5 -0.3 -0.1
-0.4 1.8 1.5
-0.5 -0.7 1.0
0.9 -1.4 -0.2
0.6 0.8 -1.1
-1.0 1.4 -1.1
0.6 -0.2 0.3
-1.2 -0.9 -0.8
0.0 -0.3 -0.2
0.5 0.1 -0.4
-0.5 -0.4 0.0
0.1 -0.6 0.1
0.4 -0.1 0.9
0.2 0.0 -0.3
0.1 0.3 0.3
0.1 0.1 0.0
-0.8 0.3 2.4
-1.3 1.3 -1.4
1.1 1.3 -0.1
-2.5 -4.7 -0.7
1.0 0.8 -1.8
0.6 1.5 1.4
0.6 -0.2 0.5
0.4 0.4 -0.5
0.0 0.2 -0.3
-0.1 -0.4 -0.6
0.4 0.3 0.4
0.2 0.3 0.6
0.3 -0.5 0.1
0.0 -0.1 0.0
0.0 -0.3 0.1
-1.0 1.3 2.6
1.8 1.4 -2.0
-1.7 -1.7 -1.3
1.5 -0.9 1.0
-0.7 1.5 -0.9
-0.7 -0.9 -0.1
-1.4 0.1 -0.2
0.3 -0.5 0.7
0.5 -0.3 0.5
-0.1 -0.2 -0.2
0.0 0.2 0.1
0.5 0.2 0.3
0.2 0.3 -0.2
0.1 -0.5 -0.2
0.6 -0.1 0.1
1.5 -0.5 -1.1
1.9 0.4 -1.1
-2.4 -0.4 3.8
-2.0 -2.8 -2.2
0.7 0.4 1.7
-0.1 1.1 -1.3
0.9 -0.6 -0.1
0.2 0.5 0.2
0.4 0.5 0.3
-0.2 0.2 -0.1
-0.1 0.0 0.2
-0.1 -0.1 0.0
-0.6 0.4 0.2
-0.5 0.4 -0.3
0.4 0.5 -0.1
0.4 2.4 3.1
-0.9 -0.8 -1.4
2.9 0.1 -1.6
-1.7 -0.9 -2.3
-1.4 -0.4 1.7
-1.1 0.6 -1.4
-1.1 -0.6 0.5
-0.2 0.5 0.3
0.3 0.0 -0.6
0.6 0.1 0.4
0.8 -0.4 0.5
0.2 -0.1 0.6
0.4 -0.4 -0.4
-0.2 -0.2 0.5
0.9 0.1 0.2

These are the Mulliken partial charges, in e, on atoms 1 to 99:
1 C -1.381
2 C 0.193
3 C -0.750
4 O -0.331
5 C -0.723
6 N -0.291
7 H 0.345
8 H 0.348
9 H 0.377
10 H 0.406
11 H 0.412
12 H 0.376
13 H 0.292
14 H 0.420
15 H 0.425
16 H 0.260
17 H 0.307
18 H 0.315
19 C -1.405
20 C 0.142
21 C -0.691
22 O -0.323
23 C -0.765
24 N -0.218
25 H 0.352
26 H 0.356
27 H 0.365
28 H 0.421
29 H 0.388
30 H 0.405
31 H 0.223
32 H 0.433
33 H 0.426
34 H 0.273
35 H 0.350
36 H 0.271
37 As 2.023
38 F -0.476
39 F -0.529
40 F -0.533
41 F -0.486
42 F -0.481
43 F -0.519
44 O -0.609
45 S 1.149
46 O -0.580
47 O -0.302
48 C -0.176
49 C -1.160
50 C -0.941
51 H 0.297
52 H 0.298
53 H 0.335
54 H 0.316
55 H 0.300
56 H 0.351
57 H 0.340
58 H 0.384
59 O -0.578
60 S 1.121
61 O -0.602
62 O -0.322
63 C -0.288
64 C -1.025
65 C -0.865
66 H 0.306
67 H 0.350
68 H 0.349
69 H 0.287
70 H 0.281
71 H 0.288
72 H 0.392
73 H 0.305
74 O -0.575
75 S 1.093
76 O -0.574
77 O -0.299
78 C -0.085
79 C -1.300
80 C -0.901
81 H 0.267
82 H 0.385
83 H 0.344
84 H 0.288
85 H 0.356
86 H 0.366
87 H 0.308
88 H 0.327
89 O -0.624
90 S 1.151
91 O -0.602
92 O -0.273
93 C -0.182
94 C -1.230
95 C -0.841
96 H 0.337
97 H 0.284
98 H 0.329
99 H 0.363

---

2.
Entry from OMol25: an isolated ion of composition C8H6ClO2S and charge -1 at a distorted geometry (ωB97M-V with the def2-TZVPD basis set).

Calculated values
- E_tot (eV) = -35846.639
- HOMO energy (eV) = -4.99
- relative energy (zero: lowest compared OMol25 entry of this formula, charge and spin) (kcal/mol) = 0.0
- structure (SMILES) = O=C([O-])[C@@](S)(Cl)c1ccccc1
- largest force on an atom (hartree/bohr) = 0.0796
- charge = -1

CARTESIAN COORDINATES (ANGSTROEM)
O (-3.184, -0.092, -1.831)
C (-2.475, -0.722, -1.009)
O (-2.111, -1.886, -1.012)
C (-1.905, 0.287, 0.142)
S (-2.445, 1.948, -0.143)
Cl (-2.430, -0.265, 1.707)
C (-0.055, 0.199, 0.203)
C (0.483, -1.099, 0.394)
C (1.854, -1.249, 0.511)
C (2.776, -0.227, 0.393)
C (2.225, 1.022, 0.121)
C (0.894, 1.256, 0.026)
H (-2.995, 1.265, -1.249)
H (-0.190, -1.995, 0.497)
H (2.363, -2.194, 0.857)
H (3.898, -0.361, 0.323)
H (2.816, 1.870, 0.134)
H (0.481, 2.244, -0.064)

Atomic forces in eV per Å
-0.3 -0.1 -0.3
0.8 1.0 -0.1
-0.1 -0.3 0.4
4.1 -0.1 -0.4
0.2 0.4 0.0
-0.2 -0.7 1.1
-1.4 -1.0 -0.7
-1.3 0.1 0.4
2.0 -1.8 1.0
0.2 0.7 -1.1
0.6 -0.8 0.5
-3.5 -1.2 0.6
-0.5 0.2 -0.6
0.7 1.2 -0.1
-1.2 0.5 -0.7
-1.6 0.0 0.6
1.5 1.6 -0.4
0.1 0.4 -0.2

Formally, the Mulliken partial charges of the atoms, in units of the elementary charge, are as follows:
1 O -0.706
2 C 0.480
3 O -0.646
4 C 0.540
5 S -0.450
6 Cl -0.225
7 C 0.265
8 C -0.486
9 C -0.210
10 C -0.561
11 C -0.268
12 C -0.505
13 H 0.321
14 H 0.265
15 H 0.208
16 H 0.276
17 H 0.390
18 H 0.310

---

3.
Entry from OMol25: C13H32BaBr3O9P2 as an isolated structure at a distorted geometry (ωB97M-V with the def2-TZVPD basis set).

Calculated values
- E_tot (eV) = -261828.467
- HOMO energy (eV) = -11.84
- largest force on an atom (hartree/bohr) = 0.0417
- charge = +1

CARTESIAN COORDINATES (ANGSTROEM)
Ba (1.715, -1.153, -0.847)
O (-0.301, -0.094, 0.323)
H (-0.444, 0.799, 0.640)
C (-1.953, 1.468, 2.539)
Br (-2.243, 0.042, 3.816)
Br (-1.127, 3.014, 3.373)
Br (-3.625, 1.982, 1.666)
H (-1.298, 1.087, 1.768)
C (-1.051, 3.570, -4.226)
C (-0.241, 2.654, -3.325)
O (0.536, 3.484, -2.419)
P (1.813, 2.895, -1.681)
O (1.951, 1.426, -1.767)
O (1.689, 3.463, -0.199)
C (0.432, 3.463, 0.505)
C (-0.163, 4.856, 0.572)
O (3.044, 3.665, -2.279)
C (3.139, 5.099, -2.189)
C (2.547, 5.774, -3.417)
H (-0.432, 3.997, -5.010)
H (-1.806, 2.958, -4.731)
H (-1.621, 4.275, -3.626)
H (-0.931, 2.059, -2.725)
H (0.440, 2.018, -3.886)
H (-0.275, 2.809, -0.012)
H (0.630, 3.055, 1.494)
H (-1.234, 4.827, 0.775)
H (0.301, 5.432, 1.373)
H (-0.040, 5.397, -0.367)
H (2.673, 5.465, -1.275)
H (4.187, 5.381, -2.102)
H (2.996, 6.744, -3.624)
H (2.679, 5.164, -4.311)
H (1.479, 5.951, -3.287)
C (-2.558, -2.188, 0.152)
C (-1.884, -2.540, 1.452)
O (-1.440, -3.917, 1.434)
P (0.096, -4.229, 1.357)
O (0.870, -3.358, 0.433)
O (0.684, -4.142, 2.811)
C (-0.028, -4.682, 3.959)
C (0.922, -4.671, 5.148)
O (0.147, -5.785, 1.052)
C (-0.436, -6.352, -0.140)
C (0.299, -5.947, -1.403)
H (-1.816, -2.120, -0.644)
H (-3.362, -2.877, -0.104)
H (-3.005, -1.194, 0.225)
H (-1.134, -1.804, 1.744)
H (-2.614, -2.503, 2.265)
H (-0.872, -4.015, 4.132)
H (-0.392, -5.682, 3.727)
H (0.366, -4.323, 6.021)
H (1.258, -5.670, 5.426)
H (1.795, -4.044, 4.994)
H (-0.398, -7.432, -0.047)
H (-1.464, -5.989, -0.197)
H (0.025, -6.595, -2.240)
H (0.091, -4.942, -1.775)
H (1.385, -6.026, -1.322)

Atomic forces in eV per Å
-1.6 0.9 1.0
1.3 -0.6 -0.6
0.5 -0.1 -0.7
-0.6 0.3 0.2
0.1 0.4 -0.2
-0.4 -0.4 0.2
0.5 -0.2 0.2
-0.3 -0.1 0.5
-0.1 -0.9 -0.1
-0.5 0.4 0.0
0.3 -0.5 0.2
-0.4 1.2 0.7
0.2 -0.6 -0.1
0.4 -0.2 -0.9
-0.6 0.0 -0.3
0.1 0.3 0.2
0.0 -0.6 0.4
0.2 1.1 -0.3
-0.5 0.0 -0.1
-0.1 0.5 0.2
0.1 -0.1 0.0
0.3 0.4 -0.1
0.2 -0.2 0.1
-0.1 -0.1 0.0
0.1 -0.1 0.0
0.1 0.1 -0.2
0.0 -0.2 0.1
0.0 0.1 -0.1
0.1 -0.1 -0.1
-0.2 -0.2 0.0
0.1 -0.6 -0.1
0.2 0.0 0.2
0.1 -0.1 0.1
0.0 -0.1 -0.1
0.1 0.4 -0.1
-1.4 0.5 0.6
0.6 -0.1 -0.3
0.1 -0.8 0.5
0.2 0.3 -0.3
0.1 0.0 -0.5
0.3 0.4 0.1
-0.5 -0.5 0.5
0.1 0.6 0.1
-0.1 0.7 -0.7
0.4 0.0 -0.8
-0.1 -0.1 -0.1
0.1 -0.2 0.0
0.1 0.0 0.1
0.5 -0.4 -0.4
0.0 -0.2 -0.1
-0.1 -0.1 0.0
0.0 0.0 -0.1
0.2 0.2 0.0
0.1 0.0 -0.3
-0.1 0.2 -0.1
-0.1 0.0 0.4
-0.1 -0.4 0.1
-0.2 -0.2 0.2
-0.2 0.1 0.4
-0.1 -0.1 0.3

Formally, the Mulliken partial charges of the atoms, in units of the elementary charge, are as follows:
1 Ba 1.945
2 O -0.996
3 H -0.016
4 C 1.260
5 Br -0.064
6 Br -0.074
7 Br -0.027
8 H -0.944
9 C -1.292
10 C -0.153
11 O 0.032
12 P 0.381
13 O -0.677
14 O -0.372
15 C 0.343
16 C -1.366
17 O -0.335
18 C -0.142
19 C -0.996
20 H 0.312
21 H 0.423
22 H 0.307
23 H 0.226
24 H 0.345
25 H -0.020
26 H 0.421
27 H 0.376
28 H 0.358
29 H 0.331
30 H 0.213
31 H 0.373
32 H 0.403
33 H 0.257
34 H 0.212
35 C -1.136
36 C -0.031
37 O -0.216
38 P 0.466
39 O -0.478
40 O -0.304
41 C 0.001
42 C -1.195
43 O -0.325
44 C -0.176
45 C -1.002
46 H 0.176
47 H 0.377
48 H 0.280
49 H 0.276
50 H 0.347
51 H 0.171
52 H 0.311
53 H 0.345
54 H 0.315
55 H 0.307
56 H 0.327
57 H 0.234
58 H 0.416
59 H 0.190
60 H 0.280

---

4.
Entry from OMol25: an isolated ion of composition C7H16N3 and charge +1 at a distorted geometry (ωB97M-V with the def2-TZVPD basis set).

Calculated values
- E_tot (eV) = -11979.002
- HOMO energy (eV) = -13.02
- relative energy (zero: lowest compared OMol25 entry of this formula, charge and spin) (kcal/mol) = 101.4
- structure (SMILES) = C=[N+](C)/C(=N/N)C(C)(C)C
- largest force on an atom (hartree/bohr) = 0.0562
- charge = +1

CARTESIAN COORDINATES (ANGSTROEM)
C (-2.266, -0.401, -0.621)
N (-1.502, -0.649, 0.370)
C (-2.125, -0.871, 1.677)
C (0.000, -0.673, 0.150)
N (0.401, -1.747, 0.650)
N (1.622, -2.136, 0.462)
C (0.688, 0.592, -0.376)
C (1.744, 1.158, 0.652)
C (-0.326, 1.709, -0.642)
C (1.288, 0.280, -1.762)
H (-1.807, -0.277, -1.619)
H (-3.374, -0.237, -0.458)
H (-3.260, -0.909, 1.414)
H (-2.228, 0.059, 2.285)
H (-1.696, -1.768, 2.196)
H (2.241, -1.448, 0.214)
H (2.090, -2.950, 0.858)
H (2.540, 0.453, 0.975)
H (2.093, 2.142, 0.330)
H (1.201, 1.255, 1.627)
H (-0.321, 2.034, -1.705)
H (0.047, 2.627, -0.087)
H (-1.306, 1.424, -0.376)
H (0.392, 0.316, -2.476)
H (2.213, 0.802, -2.022)
H (1.654, -0.784, -1.716)

Atomic forces in eV per Å
-0.6 0.2 -0.5
0.1 0.4 -0.6
-2.7 0.4 0.3
-2.0 1.3 1.0
-0.3 -1.9 0.0
1.1 -1.4 0.5
0.6 0.5 -0.6
-1.2 -1.3 1.3
1.7 2.3 0.1
-0.4 -2.6 0.0
-0.5 -0.1 0.6
1.5 -0.5 -0.4
1.9 -1.0 0.7
1.3 -0.6 -0.2
-0.6 1.1 -0.6
2.0 1.7 -0.9
-1.3 0.2 0.3
-0.1 0.5 -0.9
0.2 -0.4 0.0
0.3 0.4 -0.8
-0.1 -0.4 0.7
-1.1 -1.0 -0.4
-0.8 0.7 0.4
2.0 0.0 0.4
-0.7 0.7 -0.2
-0.4 0.7 -0.5

Formally, the Mulliken partial charges of the atoms, in units of the elementary charge, are as follows:
1 C -0.154
2 N 0.205
3 C -0.800
4 C 0.137
5 N -0.156
6 N -0.519
7 C 1.511
8 C -1.593
9 C -1.647
10 C -1.322
11 H 0.314
12 H 0.253
13 H 0.261
14 H 0.331
15 H 0.313
16 H 0.133
17 H 0.270
18 H 0.289
19 H 0.500
20 H 0.406
21 H 0.350
22 H 0.391
23 H 0.433
24 H 0.381
25 H 0.380
26 H 0.333

---

5.
Entry from OMol25: one molecule with the formula CHN3O at a distorted geometry (ωB97M-V with the def2-TZVPD basis set).

Calculated values
- E_tot (eV) = -7567.668
- HOMO energy (eV) = -11.90
- relative energy (zero: lowest compared OMol25 entry of this formula, charge and spin) (kcal/mol) = 94.7
- structure (SMILES) = c1nnon1
- largest force on an atom (hartree/bohr) = 0.0674

CARTESIAN COORDINATES (ANGSTROEM)
C (0.628, 0.372, 0.151)
N (0.278, -0.803, 0.697)
N (-0.807, -1.150, 0.041)
O (-1.252, -0.162, -0.701)
N (-0.301, 0.785, -0.692)
H (1.454, 0.957, 0.503)

Atomic forces in eV per Å
-2.0 0.8 -0.5
-1.8 -1.6 -2.1
0.5 -1.4 3.1
2.2 0.2 -0.3
0.9 1.8 0.1
0.2 0.2 -0.3

Formally, the Mulliken partial charges of the atoms, in units of the elementary charge, are as follows:
1 C 0.082
2 N -0.252
3 N -0.009
4 O 0.042
5 N -0.249
6 H 0.387